{"formula": "C4H7N2", "method": "ωB97M-V/def2-TZVPD", "symbols": ["C", "C", "C", "C", "N", "N", "H", "H", "H", "H", "H", "H", "H"], "coordinates": [[1.3601, -2.4618, -0.0399], [0.2985, -0.6117, 0.1934], [-0.0795, -1.3532, 1.3000], [-0.6031, 1.5907, -0.6581], [1.1873, -1.2339, -0.6258], [0.7176, -2.4463, 1.2226], [-0.0425, 0.7215, -0.1496], [-0.9537, -1.1623, 1.9684], [-1.5588, 1.5611, -0.1526], [-0.7056, 1.3263, -1.7882], [-0.1924, 2.5721, -0.3218], [1.4516, -1.1714, -1.5442], [0.5614, -3.2297, 1.8905]], "total_charge": 1, "gap_ev": [6.1, 8.1], "total_energy_ha": -265.63900, "spin_multiplicity": 1}